1.
8
Properties=species:S:1:pos:R:3:forces:R:3 method="wB97M-V/def2-TZVPD" de_lowest_kcal_mol=18.4 homo_lumo_gap_ev=12.82
C -0.140684 0.017959 -0.072465 -4.4 0.8 0.6
C -1.921377 0.306052 -0.204893 4.8 -0.9 -0.6
F -2.529311 -0.842210 -0.492502 -0.3 -0.1 0.2
F -2.441728 0.825889 0.890107 -0.1 0.1 0.3
F -2.116406 1.140688 -1.228924 -0.3 0.3 0.0
H 0.251689 0.944840 0.321635 0.2 0.1 -0.1
H -0.059903 -0.784609 0.649212 0.2 -0.1 0.0
H 0.225028 -0.237438 -1.048746 0.0 -0.1 -0.3

2.
8
Properties=species:S:1:pos:R:3:forces:R:3 method="wB97M-V/def2-TZVPD" de_lowest_kcal_mol=27.6 homo_lumo_gap_ev=13.19
F -1.825752 0.075356 0.088108 -0.6 0.5 0.1
C -0.677168 -0.597043 -0.232351 -1.7 -2.3 2.5
C 0.485037 0.034765 0.440431 -1.2 -0.4 -2.7
F 1.499413 -0.678083 -0.072280 1.7 -0.8 0.9
F 0.561435 1.213014 -0.195214 0.5 2.0 0.6
H -0.537324 -0.583820 -1.266165 0.3 0.1 -1.7
H -0.830080 -1.652241 0.126770 0.4 0.8 -0.4
H 0.404327 0.117142 1.505386 0.6 0.1 0.7

3.
15
Properties=species:S:1:pos:R:3:forces:R:3 method="wB97M-V/def2-TZVPD" homo_lumo_gap_ev=9.99
C -0.547208 -0.502742 0.356030 2.2 -0.1 -2.9
C 3.544577 2.042057 2.197659 -0.9 2.0 -3.0
N -0.193679 0.899849 1.964114 -0.1 3.0 3.8
N 0.447281 0.134831 1.268005 -2.3 -0.6 -0.6
O 1.555035 -0.237642 1.251584 3.8 -0.7 0.0
O 1.784765 3.982682 2.831828 -0.6 -0.5 -0.3
O 1.233887 2.550888 0.787410 0.6 1.0 2.0
O 0.901628 1.704117 3.112913 -1.7 -1.3 -2.7
F 3.866200 1.408968 1.034502 -0.7 0.5 0.8
F 3.936513 1.305904 3.159329 0.1 -0.8 1.8
F 4.207218 3.220633 2.177546 0.1 -0.7 0.3
S 1.653519 2.720553 2.176450 2.1 -0.8 -1.4
H -1.409545 -0.656572 0.853839 -2.7 -1.0 1.9
H 0.045461 -1.395593 0.106839 -0.9 0.1 -0.2
H -0.845550 0.094283 -0.534675 1.0 -0.1 0.7

4.
13
Properties=species:S:1:pos:R:3:forces:R:3 method="wB97M-V/def2-TZVPD" de_lowest_kcal_mol=30.6 homo_lumo_gap_ev="8.35 / 8.35"
C -0.142833 -0.007953 -0.090370 2.8 3.4 2.1
S -0.169441 0.371787 1.729724 1.3 -0.2 -0.8
N 1.388790 0.527997 1.932887 -1.9 -1.7 -1.9
C 1.966285 0.694433 3.122539 0.7 1.3 2.3
F 1.126517 0.966128 4.199703 0.1 -0.6 -0.6
F 2.715630 1.791131 2.995550 1.1 0.6 0.5
F 2.797288 -0.299702 3.568647 -0.8 0.4 -0.6
S -0.952960 -1.620853 2.405886 -0.7 0.6 1.6
N -0.692180 -2.413973 1.007739 0.6 -1.2 -2.4
O -1.157316 -3.476697 0.686170 -0.1 0.2 1.1
H 0.738040 0.459225 -0.536461 0.8 -0.7 0.9
H -0.778434 0.584296 -0.591331 -3.6 1.6 -1.3
H -0.218088 -0.998248 -0.178501 -0.2 -3.5 -0.9

5.
10
Properties=species:S:1:pos:R:3:forces:R:3 method="wB97M-V/def2-TZVPD" total_charge=+1 homo_lumo_gap_ev="9.99 / 7.25" s_squared=2.013 multiplicity=3
C -0.261450 -0.018573 1.225004 5.9 -2.1 0.2
C 0.336199 -0.401186 -1.147088 -1.4 -0.7 0.8
N -0.576912 0.008297 -0.143983 3.9 -2.0 -2.1
O -1.681861 0.295557 -0.467258 -3.6 1.4 -1.9
F 0.996772 1.730626 -0.780613 0.4 0.9 0.0
F 0.049681 -0.263255 -2.369572 0.1 0.0 0.7
F 1.352421 -1.109215 -0.854234 -0.3 0.8 -0.1
H 0.146964 0.914709 1.502117 -0.4 1.3 0.7
H 0.700642 -0.710319 1.356666 -2.2 1.1 -0.1
H -1.062456 -0.446641 1.678961 -2.2 -0.7 1.9

6.
10
Properties=species:S:1:pos:R:3:forces:R:3 method="wB97M-V/def2-TZVPD" de_lowest_kcal_mol=36.9 homo_lumo_gap_ev=11.44
O 0.317250 -1.868537 0.702777 0.4 2.0 -0.5
C 0.289072 -0.684381 0.787662 -3.2 -4.7 4.0
F -0.622166 -0.131266 1.774785 1.7 -0.4 -1.9
C 1.099855 0.361406 0.262589 2.0 4.8 1.3
F 0.557563 0.791097 -0.869600 -0.2 1.2 -1.6
F 2.370255 0.088492 -0.063260 0.0 -0.9 0.6
H 1.067577 1.245558 1.047646 0.3 -1.7 -1.5
O -1.765525 -0.269053 -0.836952 3.1 3.5 -3.2
H -0.949219 0.363799 -1.303091 -3.1 -3.1 2.4
H -2.364662 0.102888 -1.502554 -1.0 -0.7 0.5

7.
12
Properties=species:S:1:pos:R:3:forces:R:3 method="wB97M-V/def2-TZVPD" de_lowest_kcal_mol=21.5 homo_lumo_gap_ev=9.26
C -0.171192 1.094212 2.563154 0.5 -2.3 -1.5
C -0.652839 -1.169430 -1.579604 -0.8 -0.2 -1.4
O 1.797611 -0.180821 -0.809690 -1.1 0.6 -1.1
O 0.584896 0.145999 2.359922 -0.9 1.5 1.7
F 0.009173 -2.315033 -1.378042 -0.2 0.8 0.3
F -1.978768 -1.389957 -1.248804 1.9 0.7 0.2
F -0.663888 -0.923622 -2.911503 0.3 0.0 1.1
S -0.085370 1.960605 -1.522750 0.0 0.6 -0.9
S 0.217665 0.374706 -0.595202 0.2 -2.6 0.8
H -0.471349 1.595421 1.655697 -0.3 1.1 -0.3
H 2.161112 -0.549196 -0.000375 -0.3 -0.1 0.6
H -0.747052 1.357117 3.467199 0.7 -0.3 0.4

8.
9
Properties=species:S:1:pos:R:3:forces:R:3 method="wB97M-V/def2-TZVPD" de_lowest_kcal_mol=39.1 homo_lumo_gap_ev=9.74
C 1.503601 0.194823 -0.087670 1.2 -0.5 2.7
S 0.118463 1.337430 0.009926 -2.8 -2.3 0.3
C -1.521189 -0.105097 0.014529 2.0 0.8 0.3
F -2.694061 0.465100 0.312915 0.7 0.1 -1.3
F -1.494902 -0.796362 -1.158769 -0.6 1.2 1.0
F -1.352405 -1.005674 0.978473 0.7 0.0 0.0
H 1.617002 -0.600805 0.756477 -0.7 1.6 -1.0
H 2.390232 0.915697 0.157540 -1.3 -1.5 -1.3
H 1.433255 -0.405108 -0.983425 0.8 0.5 -0.6

9.
9
Properties=species:S:1:pos:R:3:forces:R:3 method="wB97M-V/def2-TZVPD" de_lowest_kcal_mol=84.6 homo_lumo_gap_ev="8.30 / 7.33"
C -0.958732 -0.134447 1.474264 -0.1 0.7 3.3
C 1.016252 0.098696 -1.581745 0.1 1.0 0.4
F -0.011743 -0.517382 -2.160481 0.8 0.1 0.6
F 1.195314 1.292620 -2.144088 -0.5 -0.2 0.5
F 2.158751 -0.541159 -1.686782 -0.5 -0.6 0.2
S 0.699768 0.461932 1.180673 0.2 -0.9 -1.8
H -1.630240 0.645190 1.218002 -0.7 1.1 0.3
H -1.011301 -0.351513 2.658076 0.1 0.7 -2.5
H -1.458070 -0.953937 1.042080 0.6 -1.7 -0.9

10.
9
Properties=species:S:1:pos:R:3:forces:R:3 method="wB97M-V/def2-TZVPD" de_lowest_kcal_mol=72.0 homo_lumo_gap_ev="7.75 / 7.76"
C -0.752571 -0.319961 0.733768 -0.4 -4.4 0.9
C -0.024830 0.751890 0.027249 -2.5 -1.0 -1.4
N 0.305609 -2.372803 0.389902 0.2 3.6 -0.8
O -1.603420 -0.568695 1.501241 1.2 1.7 -1.2
F 0.495326 0.264447 -1.152659 -0.1 0.5 0.6
I -1.008033 -3.394979 1.406583 -0.7 -1.1 0.1
H 0.690271 0.946575 0.748821 2.0 1.3 1.0
H -0.808233 1.518949 -0.145553 1.0 0.1 -0.2
H 0.164185 -2.303069 -0.638324 -0.5 -0.7 0.8

11.
9
Properties=species:S:1:pos:R:3:forces:R:3 method="wB97M-V/def2-TZVPD" de_lowest_kcal_mol=75.2 homo_lumo_gap_ev=10.31
C -0.040553 0.996233 -0.638943 -0.7 -3.1 0.0
C 0.187352 -1.090263 -0.097057 -2.5 -0.6 0.7
N -0.161573 -0.164457 -1.145884 0.7 -0.3 0.7
N 0.317472 1.004267 0.726246 -0.4 0.8 2.1
O 0.616662 -0.258682 1.033022 -0.7 0.0 -0.6
F -1.078481 1.287505 1.468982 1.3 -0.3 -1.3
H -0.218347 1.827169 -1.214680 -0.3 2.2 -0.6
H -0.635378 -1.897621 0.111994 0.8 2.0 0.0
H 1.012845 -1.704152 -0.243680 1.8 -0.7 -1.0

12.
12
Properties=species:S:1:pos:R:3:forces:R:3 method="wB97M-V/def2-TZVPD" de_lowest_kcal_mol=25.5 homo_lumo_gap_ev=9.77
C -0.171427 0.158919 1.091312 -2.9 -2.0 -4.1
C -0.979459 -0.762803 0.505465 1.3 1.2 1.0
N -1.747638 -0.729084 -0.753147 -0.2 -0.6 -0.3
O -1.339987 -0.047684 -1.683075 -0.3 0.2 0.2
O -2.723994 -1.453573 -0.779681 0.5 1.3 -0.2
N -1.197893 -2.071496 1.124694 -0.6 -0.2 1.0
O -1.170434 -3.037827 0.404991 0.5 -0.1 0.3
O -1.425035 -2.053546 2.325280 0.3 -0.2 -0.5
H 0.124494 1.027658 0.592820 0.0 1.3 -0.8
H 0.326828 -0.050762 1.937193 1.3 -1.0 3.1
F 1.229970 -0.670888 -1.882034 -3.8 1.9 -1.8
H 0.322608 -0.241097 -2.269488 3.9 -2.0 2.0

Number 1: F_max 4.895 eV Å⁻¹. Number 2: F_max 3.799 eV Å⁻¹. Number 3: F_max 4.876 eV Å⁻¹. Number 4: F_max 4.855 eV Å⁻¹. Number 5: F_max 6.275 eV Å⁻¹. Number 6: F_max 6.924 eV Å⁻¹. Number 7: F_max 2.813 eV Å⁻¹. Number 8: F_max 3.600 eV Å⁻¹. Number 9: F_max 3.326 eV Å⁻¹. Number 10: F_max 4.560 eV Å⁻¹. Number 11: F_max 3.191 eV Å⁻¹. Number 12: F_max 5.392 eV Å⁻¹.